80
Properties=species:S:1:pos:R:3:forces:R:3 method="wB97M-V/def2-TZVPD" gap_ev="4.30 / 4.68" de_lowest_kj_mol=153.8 homo_energy_ev="-6.15 / -6.12" mol_weight_g_mol=870.66
C -2.295988 -1.158828 5.399531 -0.297 -0.043 -0.384
C -3.151172 -0.793985 4.327838 0.979 -0.077 0.116
C -2.966098 -1.751485 3.282726 0.631 0.608 -0.236
H -3.819553 0.054848 4.302532 -0.091 -0.004 0.036
C -2.020229 -2.711871 3.729178 0.346 0.279 0.590
C -1.614399 -2.352433 5.041464 -0.554 0.095 -0.666
H -0.893364 -2.884688 5.656093 -0.143 0.079 -0.084
H -2.177876 -0.598728 6.331116 -0.091 -0.287 -0.280
H -3.455119 -1.736459 2.314072 -0.198 -0.190 0.153
H -1.673885 -3.568585 3.154841 -0.120 0.098 0.149
Pb -0.960476 0.762256 1.840647 -0.106 -0.699 1.686
Si -1.122196 0.013811 -3.199977 -0.399 -1.622 -3.686
C -0.617567 1.440661 -4.280098 -0.460 0.272 -0.159
C 0.609607 1.425953 -4.965240 -0.129 0.677 0.131
H 1.225266 0.537735 -5.006896 0.020 -0.108 0.272
C 1.043920 2.558228 -5.641207 -0.401 0.077 -0.061
H 2.003328 2.554680 -6.146206 -0.055 0.011 -0.003
C 0.218766 3.684390 -5.705221 0.036 0.134 -0.015
H 0.549694 4.573523 -6.248655 -0.103 -0.283 0.209
C -1.045795 3.659821 -5.122014 -0.157 0.099 -0.147
H -1.711323 4.518324 -5.214170 0.188 -0.160 -0.062
C -1.483447 2.529667 -4.432298 0.528 0.193 -0.056
H -2.507272 2.483469 -4.048253 0.412 0.110 0.099
C -0.631963 -1.359105 -4.566834 0.320 -0.583 0.401
C -1.084675 -1.133295 -5.879328 0.120 0.247 -0.555
H -1.788207 -0.318304 -6.077781 0.264 -0.180 0.107
C -0.621017 -1.863130 -6.991933 -0.153 -0.113 0.987
H -0.969864 -1.612327 -7.987881 -0.022 -0.009 0.105
C 0.259414 -2.931125 -6.795150 -0.210 0.271 0.364
H 0.581584 -3.531390 -7.651034 0.033 0.202 0.398
C 0.664349 -3.228404 -5.488664 -0.319 -0.032 -0.034
H 1.308005 -4.091289 -5.328854 -0.043 0.203 0.089
C 0.217623 -2.468052 -4.390008 0.100 0.294 -0.511
H 0.567763 -2.719204 -3.391691 0.020 -0.061 -0.178
H -2.605677 -0.169914 -3.306624 -0.079 0.458 0.557
Si 2.354230 -0.254761 -1.819716 -2.970 -0.936 -0.112
C 1.640384 -1.744302 -0.890710 0.211 -0.893 -0.257
C 0.275841 -2.070614 -0.847334 -0.252 0.495 -0.123
H -0.434381 -1.549861 -1.499370 0.240 -0.049 0.270
C -0.255586 -3.049929 -0.021336 -0.017 -0.089 -0.123
H -1.340272 -3.145935 0.053773 0.318 -0.139 -0.022
C 0.602271 -3.899164 0.663971 0.123 -0.093 -0.233
H 0.182045 -4.688735 1.290458 0.284 0.201 -0.162
C 1.981384 -3.730111 0.508639 -0.221 0.295 -0.012
H 2.650708 -4.405012 1.029263 0.065 0.072 -0.082
C 2.493494 -2.642870 -0.210702 -0.076 0.187 0.247
H 3.571409 -2.445239 -0.177299 -0.362 -0.189 -0.131
C 1.136543 1.179508 -1.606935 -0.389 0.815 -0.987
C -0.244011 1.185047 -1.230602 0.367 -0.488 0.952
H -0.812790 0.227186 -1.115034 0.824 0.937 0.800
C -0.888019 2.378145 -0.832602 -0.135 -0.305 -0.528
H -1.952626 2.356374 -0.618794 0.066 -0.020 0.283
C -0.211752 3.587099 -0.863713 0.547 0.534 -0.197
H -0.619692 4.498154 -0.389507 0.054 -0.602 -0.593
C 1.021732 3.637572 -1.533984 0.348 -0.385 -0.009
H 1.536166 4.587466 -1.713025 -0.340 -0.313 0.119
C 1.653546 2.451418 -1.962186 -0.564 0.026 0.537
H 2.560012 2.517134 -2.577030 -0.157 0.018 0.587
H 3.388871 0.180386 -1.027834 2.258 0.704 1.024
Cl 1.478885 0.693077 1.731496 0.326 0.126 -0.292
C -1.368327 4.210939 3.881770 -0.221 -0.016 -0.113
C -0.698254 3.258053 4.803912 0.439 -0.537 1.021
N -0.346445 2.026182 4.540572 0.307 0.450 0.361
C 0.361206 1.461886 5.617982 -0.495 1.633 0.481
C 0.489984 2.307849 6.702632 -0.119 -0.754 -0.802
S -0.290090 3.809664 6.432838 0.185 -0.792 -0.996
C 0.953821 0.141813 5.570586 0.832 -1.926 0.621
C 1.673504 -0.479287 6.595674 -0.809 0.974 -0.850
S 2.269119 -2.014710 6.104460 -0.730 0.906 -0.829
C 1.510802 -1.739265 4.529582 -0.339 0.758 0.636
N 0.850117 -0.619287 4.430536 0.565 -0.299 0.299
C 1.615937 -2.683209 3.401902 0.138 -0.255 -0.009
H -1.754701 5.042603 4.481176 0.014 -0.035 -0.360
H -0.645066 4.600821 3.140461 -0.452 -0.206 0.247
H -2.220271 3.707135 3.398305 0.311 0.280 -0.053
H 1.041809 2.044094 7.592824 -0.217 0.309 0.059
H 1.838038 -0.040323 7.569040 0.157 -0.321 -0.012
H 2.464932 -3.360366 3.553129 -0.192 0.051 -0.198
H 0.686715 -3.262122 3.298890 0.257 0.206 0.041
H 1.766585 -2.079266 2.499847 -0.045 -0.295 0.166

80
Properties=species:S:1:pos:R:3:forces:R:3 method="wB97M-V/def2-TZVPD" charge=+1 gap_ev="5.55 / 5.37" de_lowest_kj_mol=261.6 homo_energy_ev="-9.46 / -9.23" mol_weight_g_mol=708.42
C 3.732046 -0.856643 -0.038018 0.576 0.298 -1.146
C 2.897298 -1.660586 -0.859766 0.047 0.517 -0.712
C 2.227106 -0.782893 -1.779103 0.345 -0.691 -0.136
H 2.860698 -2.753764 -0.865676 -0.151 0.514 0.074
C 2.605293 0.550104 -1.501050 0.837 -0.475 -0.053
C 3.605691 0.486187 -0.489848 0.382 -0.275 -0.600
H 4.276099 1.296512 -0.244686 -0.425 -0.162 0.286
H 4.425519 -1.226035 0.713669 -0.243 0.235 -0.249
H 1.632797 -1.077754 -2.645525 -0.056 0.080 0.609
H 2.309431 1.421284 -2.084872 0.060 -0.241 0.262
Sc 1.498810 -0.256567 0.482818 1.846 2.044 2.426
Si -0.629074 -1.528680 -0.815774 -4.040 -2.056 -3.808
C -1.967908 -2.850840 -1.075900 0.520 0.128 0.310
C -3.257438 -2.375413 -1.295631 -0.675 -0.185 -0.044
H -3.442814 -1.304117 -1.436429 0.073 -0.363 0.263
C -4.333370 -3.260177 -1.388458 0.300 -0.071 0.025
H -5.339890 -2.858832 -1.485080 0.137 -0.187 -0.056
C -4.099937 -4.639344 -1.366986 0.158 0.196 -0.101
H -4.938682 -5.332122 -1.446207 0.277 0.153 -0.014
C -2.787809 -5.117402 -1.292056 0.122 -0.031 0.166
H -2.588102 -6.191102 -1.354978 -0.126 0.369 0.056
C -1.720382 -4.227754 -1.107186 -0.495 0.024 -0.010
H -0.697627 -4.605213 -1.022917 -0.306 0.044 0.062
C -1.064942 -0.600709 -2.426994 0.770 0.037 -0.226
C -1.252075 -1.317748 -3.625064 -0.160 0.177 0.035
H -0.886983 -2.347855 -3.699682 -0.258 0.296 -0.014
C -1.959618 -0.748602 -4.685001 0.429 0.075 0.286
H -2.145379 -1.335379 -5.579833 0.029 0.128 0.079
C -2.409302 0.574752 -4.593677 -0.030 -0.099 0.283
H -2.958660 1.016778 -5.423765 0.129 -0.068 0.210
C -2.168220 1.307406 -3.431288 0.087 -0.002 -0.294
H -2.496698 2.342870 -3.346942 0.028 -0.207 -0.055
C -1.489444 0.717309 -2.362597 -0.288 0.190 -0.181
H -1.335043 1.317200 -1.466633 -0.089 -0.245 -0.321
H 0.602441 -2.345121 -0.938219 0.063 0.524 0.483
Si -3.047071 1.925490 0.923120 0.971 -0.379 -1.635
C -2.080728 3.285357 0.055277 0.312 0.674 0.005
C -0.701720 3.250242 -0.302064 -0.685 0.123 -0.322
H -0.026654 2.529916 0.166812 -0.332 0.076 -0.340
C -0.181752 4.157046 -1.230362 -0.207 0.190 0.285
H 0.819894 3.992470 -1.652055 -0.381 0.306 0.411
C -0.942646 5.271049 -1.613926 -0.132 -0.210 0.017
H -0.489114 6.040403 -2.243409 -0.252 -0.309 0.072
C -2.262028 5.411356 -1.162492 0.208 -0.181 0.188
H -2.850185 6.290203 -1.443309 0.248 -0.338 0.109
C -2.839020 4.412365 -0.365258 0.629 -0.286 -0.223
H -3.883604 4.513446 -0.064367 0.233 -0.093 -0.135
C -2.475464 0.175483 0.915375 0.060 -0.090 0.731
C -1.102512 -0.267235 0.553644 0.444 0.104 -1.415
H -0.457099 0.605081 0.338631 -0.385 -0.188 0.401
C -0.559314 -1.468209 1.209811 -0.068 -1.533 3.395
H 0.536010 -1.684742 1.427455 -1.396 -0.187 0.322
C -1.429372 -2.247907 2.046034 1.357 0.907 -0.633
H -0.979723 -3.114951 2.522865 -0.348 0.083 0.024
C -2.737003 -1.862812 2.264439 -0.301 -0.693 -0.113
H -3.371101 -2.451246 2.927824 0.195 0.085 -0.259
C -3.263358 -0.705971 1.671371 0.677 0.551 -0.388
H -4.297961 -0.439391 1.873611 0.183 0.070 0.144
H -3.555054 2.221794 2.198493 -0.753 0.365 1.210
Cl 0.527045 1.242136 2.268605 0.461 0.178 0.170
C 2.268894 -3.442371 2.514203 -0.113 -0.314 0.185
C 2.809525 -2.196489 3.114220 0.729 0.962 0.949
N 2.765518 -0.975412 2.616476 0.324 -0.425 0.245
C 3.506412 -0.069620 3.410998 0.038 -1.636 0.823
C 4.041492 -0.647472 4.548427 -0.452 0.374 -0.882
S 3.671208 -2.325238 4.648564 -0.404 0.933 -1.240
C 3.698016 1.317841 3.042523 0.607 2.313 -0.107
C 4.205198 2.334404 3.850168 -0.474 -1.126 -0.572
S 4.112500 3.867187 3.073332 -0.288 -1.265 -0.509
C 3.433986 3.058780 1.651377 0.376 -0.341 1.089
N 3.344008 1.766078 1.780445 -0.621 0.414 0.754
C 2.939029 3.857099 0.500271 0.180 0.163 -0.110
H 2.550750 -3.524919 1.452826 -0.237 -0.003 0.331
H 2.709861 -4.288345 3.069662 -0.325 0.198 -0.452
H 1.176891 -3.485175 2.650890 0.327 -0.107 -0.243
H 4.636081 -0.114218 5.282007 -0.122 -0.338 -0.069
H 4.625667 2.180215 4.834828 -0.151 0.340 -0.045
H 3.556752 4.761289 0.415234 -0.330 -0.164 -0.219
H 3.005574 3.269859 -0.424104 -0.013 0.205 0.185
H 1.888338 4.145387 0.660878 0.341 -0.077 -0.030

80
Properties=species:S:1:pos:R:3:forces:R:3 method="wB97M-V/def2-TZVPD" charge=+1 gap_ev="3.51 / 5.01" spin_multiplicity=3 de_lowest_kj_mol=77.8 homo_energy_ev="-8.56 / -8.76" mol_weight_g_mol=714.40
C 0.326005 -0.143588 1.723711 -0.089 0.369 1.396
C 0.884688 1.077772 1.230866 -0.098 0.839 1.338
C -0.195665 1.945372 0.883563 0.150 0.521 1.705
H 1.938618 1.335454 1.175492 -0.368 -0.153 -0.112
C -1.423140 1.266822 1.161801 -0.164 0.615 1.283
C -1.099899 -0.026037 1.675137 0.130 0.766 1.589
H -1.818111 -0.758454 2.032569 0.239 0.049 -0.347
H 0.886432 -0.977520 2.140084 -0.174 0.106 -0.416
H -0.107627 2.964742 0.525637 -0.097 -0.380 -0.189
H -2.416343 1.685775 1.041796 0.180 -0.078 -0.179
V -0.304841 0.217754 -0.217348 -0.152 -2.953 -7.694
Si -1.105739 5.246921 -4.265250 0.665 -0.548 1.132
C -0.009344 5.550286 -5.741963 -0.024 0.075 0.015
C -0.405574 5.243738 -7.052795 0.465 0.339 0.071
H -1.309582 4.663966 -7.232887 0.081 0.194 0.018
C 0.355582 5.703466 -8.127695 0.143 -0.009 0.065
H 0.057726 5.471521 -9.146304 0.006 0.054 0.118
C 1.499371 6.472835 -7.902088 0.059 0.007 0.281
H 2.076771 6.874343 -8.735037 -0.202 -0.155 0.148
C 1.925792 6.728526 -6.594241 0.014 -0.226 0.078
H 2.828805 7.307624 -6.401187 -0.172 -0.129 -0.171
C 1.193940 6.236143 -5.514062 -0.113 0.026 -0.455
H 1.535391 6.394897 -4.485761 -0.139 0.123 -0.368
C -2.846605 5.765971 -4.649898 -0.198 0.115 0.020
C -2.913018 7.124170 -4.998415 -0.691 -0.093 -0.154
H -2.007809 7.733780 -4.967012 -0.236 -0.117 -0.098
C -4.126343 7.695943 -5.381094 -0.132 -0.131 -0.036
H -4.157866 8.749782 -5.666579 -0.073 -0.324 0.085
C -5.290627 6.913236 -5.407477 0.326 -0.111 0.227
H -6.241514 7.362282 -5.716721 0.400 -0.256 0.142
C -5.230934 5.569852 -5.003664 -0.094 0.163 -0.036
H -6.144734 4.971068 -4.988174 0.262 0.188 -0.032
C -4.016780 4.990816 -4.618861 0.092 0.621 -0.269
H -3.977624 3.948727 -4.298227 -0.036 0.235 -0.146
H -0.642793 6.154622 -3.183685 0.111 0.464 -0.097
Si -0.702044 3.110515 -3.210587 -0.327 2.553 -0.621
C -1.826030 3.597937 -1.723520 -0.107 -0.381 0.118
C -1.597437 4.682048 -0.841396 -0.156 0.069 -0.178
H -0.649782 5.231960 -0.864640 -0.376 -0.242 -0.043
C -2.606009 5.159610 0.006984 0.089 -0.056 -0.314
H -2.408083 6.029914 0.643126 -0.104 -0.350 -0.303
C -3.878113 4.581026 -0.020353 0.188 -0.234 -0.071
H -4.705199 5.047789 0.507705 0.189 -0.218 0.155
C -4.093642 3.436676 -0.793321 0.082 0.236 -0.197
H -5.071758 2.947551 -0.794481 0.275 0.228 -0.039
C -3.082552 2.964376 -1.637317 -0.051 0.196 0.107
H -3.311270 2.136226 -2.310888 0.093 0.077 0.211
C 1.155236 3.269652 -3.014352 -0.113 -0.358 0.001
C 1.606077 3.768207 -1.794217 0.305 0.226 0.065
H 0.907152 3.864124 -0.965603 0.242 0.043 -0.166
C 2.905904 4.246513 -1.649665 0.038 0.105 0.146
H 3.203403 4.682731 -0.690513 0.020 -0.082 -0.413
C 3.775544 4.226123 -2.739079 0.023 -0.062 -0.031
H 4.738598 4.736083 -2.672313 -0.187 -0.354 0.010
C 3.386889 3.597350 -3.929885 -0.129 0.130 0.182
H 4.089017 3.561676 -4.769809 -0.353 -0.065 0.301
C 2.085934 3.098644 -4.055548 -0.010 0.298 -0.054
H 1.761233 2.654491 -4.999420 0.121 0.173 0.225
H -1.183692 2.608508 -4.494703 -0.244 -0.962 -0.134
Cl -0.770259 0.816408 -2.649432 0.322 -1.756 1.864
C 3.213559 0.308879 -1.152161 0.653 0.001 0.033
C 2.534315 -1.008751 -1.156754 -1.395 -0.948 -0.243
N 1.222236 -1.157762 -0.980695 0.760 -0.261 0.123
C 0.787794 -2.482404 -1.152581 2.405 0.341 -0.454
C 1.818493 -3.341127 -1.480246 -0.835 0.767 0.480
S 3.345694 -2.509989 -1.535683 -1.502 0.440 0.162
C -0.628357 -2.714030 -1.048011 -2.305 -0.409 -0.208
C -1.375868 -3.846437 -1.295370 0.660 0.931 0.404
S -3.073152 -3.551842 -1.076612 1.263 0.879 0.024
C -2.722605 -1.877183 -0.703594 1.374 -0.562 -0.723
N -1.423443 -1.597488 -0.745279 -0.667 -0.471 0.562
C -3.796978 -0.873061 -0.513333 -0.399 -0.017 0.176
H 3.363156 0.669032 -0.123088 0.011 -0.080 -0.399
H 4.201797 0.170181 -1.607777 -0.178 0.321 0.125
H 2.651907 1.057452 -1.732448 0.078 -0.231 0.192
H 1.668513 -4.395901 -1.656786 0.434 0.025 -0.053
H -0.934745 -4.787033 -1.588075 -0.403 -0.141 0.045
H -4.592423 -1.079490 -1.241873 0.113 0.197 0.253
H -4.225598 -0.975835 0.494448 0.022 0.144 -0.241
H -3.436167 0.153741 -0.660953 0.011 -0.347 0.012